Record 1
The following is a DFT calculation (ωB97M-V/def2-TZVPD) of C4H6BrNSe in the gas phase in a non-equilibrium geometry.

Its SMILES is C[Se]C[C@H](Br)C#N. For the energy relative to the best compared isomer or geometry (same formula, charge and spin), the calculation gives 61.8 kJ/mol.

Each line ends with the Löwdin charge.
Element x y z (Å)
C  1.440  1.960  -0.094  -0.35
C  0.115  -1.247  -1.321  -0.47
C  -0.872  0.647  0.747  -0.47
C  0.091  2.124  0.265  -0.68
N  2.567  1.820  -0.280  0.18
Se  -1.420  -0.336  -0.796  0.82
Br  -0.986  2.886  -1.175  0.66
H  0.887  -0.332  -1.134  0.06
H  0.169  -2.201  -0.732  0.03
H  0.125  -1.551  -2.402  0.04
H  -0.194  0.052  1.349  0.05
H  -1.821  1.071  1.117  0.05
H  -0.151  2.774  1.118  0.08

Cartesian forces (eV/Å) of the 3 atoms listed first:
1.265 -0.168 0.303
2.699 0.599 -0.003
2.074 2.068 -1.995

---

Record 2
The following is a DFT calculation (ωB97M-V/def2-TZVPD) of a 2-piece molecular cluster, CH2O2S3 overall in a non-equilibrium geometry.

Its SMILES is O=S(=O)=C=S.S. For the energy relative to the best compared isomer or geometry (same formula, charge and spin), the calculation gives 233.2 kJ/mol.

Each line ends with the Löwdin charge.
Element x y z (Å)
C  -2.051  -0.612  -0.383  -0.60
O  -0.887  1.003  1.230  -0.49
O  -0.185  1.282  -1.089  -0.45
S  -1.519  -1.979  0.024  0.83
S  2.396  -0.333  0.617  0.46
S  -1.228  1.410  -0.143  0.72
H  1.246  0.318  0.255  -0.26
H  2.226  -1.089  -0.512  -0.20

Cartesian forces (eV/Å) of the 3 atoms listed first:
-0.012 -1.844 0.069
-0.427 0.718 -1.511
1.261 -0.163 -1.357

---

Record 3
The following is a DFT calculation (ωB97M-V/def2-TZVPD) of a 2-piece molecular cluster, C4H12S2 overall in a non-equilibrium geometry.

Its SMILES is CSC.CSC. For the energy relative to the best compared isomer or geometry (same formula, charge and spin), the calculation gives 123.1 kJ/mol.

Each line ends with the Löwdin charge.
Element x y z (Å)
C  1.000  0.677  -4.411  -0.48
S  0.852  1.121  -2.631  0.68
C  -1.028  1.450  -2.520  -0.34
H  0.275  -0.022  -4.881  0.04
H  0.965  1.535  -5.111  0.03
H  1.987  0.338  -4.760  0.03
H  -1.022  2.385  -1.986  0.01
H  -1.555  0.636  -1.993  0.03
H  -1.250  1.365  -3.568  0.00
C  0.556  -2.122  4.233  -0.38
S  -1.125  -1.293  4.048  0.69
C  -0.586  -0.053  2.844  -0.47
H  1.017  -2.150  3.253  0.03
H  1.098  -1.520  4.964  0.03
H  0.369  -3.095  4.629  0.01
H  -0.965  -0.273  1.841  0.02
H  0.491  0.076  2.901  0.02
H  -1.079  0.944  3.149  0.05

Cartesian forces (eV/Å) of the 3 atoms listed first:
0.080 0.526 -1.790
-0.717 -0.634 -0.770
2.150 -1.562 0.209

---

Record 4
The following is a DFT calculation (ωB97M-V/def2-TZVPD) of C10H6F5N2S4SbSeW as an isolated structure in a non-equilibrium geometry.

For the energy relative to the best compared isomer or geometry (same formula, charge and spin), the calculation gives 217.0 kJ/mol.

Each line ends with the Löwdin charge.
Element x y z (Å)
W  -0.066  -0.196  0.597  0.49
S  -3.746  0.260  3.018  -0.13
Sb  -1.874  1.276  2.292  -0.03
S  -1.746  1.250  -0.190  0.09
S  0.072  -0.271  2.863  0.20
S  -1.063  3.325  2.777  -0.13
Se  -1.063  -2.050  -0.300  0.31
F  1.289  -2.473  1.533  -0.09
C  2.191  -2.158  0.552  -0.28
C  1.963  -0.941  -0.103  -0.15
C  2.934  -0.674  -1.075  -0.20
F  2.841  0.502  -1.749  0.06
C  4.007  -1.510  -1.374  -0.14
F  4.882  -1.166  -2.319  0.12
C  4.169  -2.701  -0.667  -0.13
F  5.204  -3.495  -0.913  0.14
C  3.239  -3.036  0.319  -0.15
F  3.358  -4.155  1.022  0.14
C  0.592  2.278  -1.984  -0.06
C  1.140  2.544  -0.631  -0.41
N  1.155  1.665  0.379  -0.13
C  1.830  2.289  1.416  -0.18
C  2.189  3.539  1.024  -0.08
N  1.748  3.678  -0.260  0.13
H  0.325  1.213  -2.094  0.06
H  1.339  2.514  -2.742  0.09
H  -0.296  2.885  -2.171  0.08
H  2.008  1.792  2.355  0.08
H  2.702  4.319  1.547  0.12
H  1.850  4.504  -0.833  0.18

Cartesian forces (eV/Å) of the 3 atoms listed first:
1.222 -1.524 -1.084
0.660 0.148 -0.290
-1.852 1.907 1.442

---

Number 1: HOMO-LUMO gap 8.82 eV. Number 2: HOMO-LUMO gap 7.64 eV. Number 3: HOMO-LUMO gap 9.22 eV. Number 4: HOMO-LUMO gap 5.99 eV.